# 1
C30H27CuN3O4 as an isolated structure. Source: the OMol25 dataset; level of theory: ωB97M-V with the def2-TZVPD basis set.

Computed properties:
**Gap between HOMO and LUMO (spin up / spin down)**: 7.14 / 7.09 eV
**Energy**: -3265.1123 Ha
**Highest occupied orbital energy (spin up / spin down)**: -7.2230 / -7.1769 eV
**Strongest force on any atom**: 0.6 eV/A
**E_LUMO (spin up / spin down)**: -0.0031 / -0.0032 Ha
**Expectation value of S²**: 0.7530

Geometry as ORCA input:
```
! wB97M-V def2-TZVPD RIJCOSX def2/J DEFGRID3
* xyz 0 2
Cu -0.17 0.05 -1.44
O 1.74 0.30 -1.28
C 2.45 1.31 -1.63
C 3.87 1.20 -1.58
C 4.69 2.26 -1.89
C 4.17 3.50 -2.28
C 2.80 3.64 -2.35
C 1.93 2.58 -2.04
C 0.52 2.83 -2.18
N -0.41 1.98 -1.99
C -1.81 2.33 -2.20
C -2.66 1.36 -1.38
N -2.13 0.03 -1.61
C -2.87 -1.01 -1.62
C -2.41 -2.36 -1.78
C -3.38 -3.38 -1.75
C -3.05 -4.70 -1.90
C -1.69 -5.03 -2.11
C -0.72 -4.06 -2.15
C -1.03 -2.68 -1.97
O -0.06 -1.83 -1.99
H 4.27 0.24 -1.29
H 5.76 2.12 -1.83
H 4.82 4.32 -2.52
H 2.37 4.58 -2.66
H 0.24 3.85 -2.48
H -2.05 2.20 -3.26
H -2.02 3.37 -1.93
H -3.72 1.44 -1.64
H -2.54 1.60 -0.31
H -3.95 -0.88 -1.50
H -4.41 -3.09 -1.59
H -3.81 -5.47 -1.88
H -1.42 -6.06 -2.25
H 0.32 -4.32 -2.30
C -0.81 -0.26 4.55
O 0.17 0.21 3.64
C -0.10 1.32 2.93
C -1.23 2.12 3.12
C -1.38 3.30 2.40
C -0.41 3.70 1.49
C 0.69 2.89 1.29
C 0.84 1.69 1.97
N 2.01 0.93 1.72
C 2.21 -0.38 1.59
C 1.35 -1.46 1.53
C 1.94 -2.75 1.75
C 1.18 -3.88 1.80
C -0.22 -3.77 1.59
C -0.82 -2.58 1.32
C -0.05 -1.37 1.19
O -0.57 -0.32 0.74
H -0.40 -1.16 5.00
H -1.74 -0.51 4.03
H -1.02 0.48 5.33
H -1.98 1.83 3.84
H -2.26 3.91 2.57
H -0.52 4.62 0.95
H 1.45 3.17 0.57
H 2.81 1.49 1.49
H 3.28 -0.61 1.54
H 3.01 -2.81 1.91
H 1.64 -4.84 1.98
H -0.83 -4.67 1.63
H -1.88 -2.51 1.11
*
```


# 2
A 13-piece molecular cluster, C27H78F6O12P overall in a non-equilibrium geometry. Source: the OMol25 dataset; level of theory: ωB97M-V with the def2-TZVPD basis set.

Computed properties:
**Gap between HOMO and LUMO**: 9.32 eV
**Energy**: -2919.1771 Ha
**Highest occupied orbital energy**: -6.9873 eV
**Strongest force on any atom**: 2.9 eV/A
**E_LUMO**: 0.0856 Ha

Geometry as ORCA input:
```
! wB97M-V def2-TZVPD RIJCOSX def2/J DEFGRID3
* xyz -1 1
P -0.50 0.49 -0.13
F 0.02 1.98 0.24
F 1.01 -0.02 0.09
F -0.81 0.33 1.48
F -0.87 -1.12 -0.34
F -2.09 1.02 -0.28
F -0.35 0.79 -1.72
C -1.89 6.39 -1.23
C -1.78 5.01 -0.54
O -1.15 3.96 -1.40
H -2.37 6.27 -2.20
H -0.96 6.91 -1.43
H -2.50 7.01 -0.58
H -2.68 4.54 -0.16
H -1.11 5.11 0.31
H -0.90 3.17 -0.91
C -3.43 -1.74 -2.28
C -4.30 -2.06 -3.51
O -3.64 -2.60 -4.60
H -2.61 -2.44 -2.11
H -4.06 -1.87 -1.40
H -3.07 -0.71 -2.25
H -4.84 -1.22 -3.95
H -5.02 -2.80 -3.18
H -4.16 -2.50 -5.40
C 0.24 -2.46 -5.20
C -0.33 -1.08 -4.87
O -1.45 -0.92 -5.73
H 1.19 -2.63 -4.69
H 0.29 -2.55 -6.28
H -0.43 -3.22 -4.79
H 0.41 -0.32 -5.11
H -0.62 -0.99 -3.82
H -2.11 -1.60 -5.60
C 1.10 -3.14 4.16
C 0.48 -2.48 2.90
O 1.43 -1.61 2.28
H 1.21 -2.45 4.99
H 2.10 -3.53 4.00
H 0.56 -3.96 4.63
H -0.39 -1.85 3.10
H 0.31 -3.25 2.14
H 0.99 -1.30 1.49
C 2.27 3.68 1.89
C 2.41 2.19 2.19
O 3.13 2.03 3.36
H 1.77 4.28 2.65
H 1.60 3.77 1.03
H 3.22 4.12 1.57
H 2.89 1.62 1.39
H 1.42 1.76 2.30
H 3.40 1.11 3.40
C -2.76 3.39 -4.37
C -2.04 2.02 -4.55
O -0.70 2.10 -4.21
H -2.73 3.68 -3.32
H -3.84 3.33 -4.52
H -2.34 4.19 -4.98
H -2.03 1.70 -5.60
H -2.59 1.25 -4.00
H -0.53 1.71 -3.35
O -4.32 2.62 -1.56
H -3.40 2.41 -1.38
H -4.80 1.90 -1.15
C -0.12 -4.47 -0.59
C 1.00 -4.33 -1.57
C 2.26 -3.81 -0.84
O 1.29 -5.68 -1.99
H -1.02 -4.89 -1.04
H -0.37 -3.48 -0.21
H 0.11 -5.10 0.28
H 0.76 -3.76 -2.47
H 2.44 -4.49 -0.02
H 2.03 -2.84 -0.39
H 3.09 -3.77 -1.55
H 0.51 -6.12 -2.32
C 3.27 2.16 -1.66
C 3.91 1.05 -2.58
C 2.93 -0.05 -2.84
O 4.27 1.69 -3.78
H 2.50 2.76 -2.15
H 4.06 2.83 -1.32
H 2.92 1.69 -0.74
H 4.69 0.56 -1.99
H 3.31 -0.85 -3.47
H 2.11 0.42 -3.38
H 2.56 -0.55 -1.95
H 4.27 1.01 -4.46
C 4.69 -2.72 2.59
C 4.76 -1.20 2.46
C 4.53 -0.65 1.08
O 3.75 -0.69 3.32
H 4.51 -3.00 3.63
H 5.58 -3.23 2.22
H 3.89 -3.15 1.98
H 5.74 -0.93 2.85
H 4.78 0.41 1.02
H 3.53 -0.76 0.66
H 5.11 -1.24 0.37
H 2.89 -0.98 3.00
C -3.37 -0.21 3.25
C -3.48 -1.56 2.58
C -4.89 -2.19 2.78
O -3.35 -1.44 1.17
H -2.31 -0.02 3.35
H -3.82 -0.32 4.24
H -3.93 0.52 2.66
H -2.60 -2.11 2.92
H -4.98 -2.48 3.83
H -5.12 -3.06 2.16
H -5.62 -1.40 2.58
H -2.48 -1.12 0.92
C -0.07 3.26 4.66
C -0.65 2.01 5.36
C 0.03 0.69 5.09
O -0.45 2.18 6.77
H -0.46 4.19 5.07
H -0.45 3.26 3.64
H 1.02 3.28 4.72
H -1.71 1.83 5.18
H 1.02 0.70 5.55
H 0.07 0.50 4.01
H -0.39 -0.19 5.57
H 0.49 2.38 6.84
*
```


# 3
C6H12O as an isolated structure. Source: the OMol25 dataset; level of theory: ωB97M-V with the def2-TZVPD basis set.

Computed properties:
**Gap between HOMO and LUMO**: 7.97 eV
**Energy**: -310.8163 Ha
**Highest occupied orbital energy**: -7.1845 eV
**Strongest force on any atom**: 0.4 eV/A
**E_LUMO**: 0.0290 Ha
**Energy relative to the best compared isomer or geometry (same formula, charge and spin)**: 152.49 kcal per mole

Geometry as ORCA input:
```
! wB97M-V def2-TZVPD RIJCOSX def2/J DEFGRID3
* xyz 0 1
C 1.64 0.92 0.65
C 0.74 -0.29 0.56
C 1.42 -1.04 -1.20
C -0.70 -0.02 0.62
C -1.96 -0.76 0.37
C -1.70 0.63 -0.21
O -2.39 1.77 0.23
H 1.55 1.34 1.66
H 2.68 0.68 0.45
H 1.29 1.69 -0.04
H 1.03 -1.17 1.13
H 2.41 -1.32 -0.87
H 1.48 -0.28 -1.99
H 0.89 -1.93 -1.58
H 0.11 -0.54 -0.44
H -2.01 -1.58 -0.36
H -2.70 -0.86 1.17
H -1.61 0.67 -1.30
H -2.11 1.92 1.14
*
```


# 4
C2H4N4O2 as an isolated structure in a non-equilibrium geometry. Source: the OMol25 dataset; level of theory: ωB97M-V with the def2-TZVPD basis set.

Computed properties:
**Gap between HOMO and LUMO**: 8.87 eV
**Energy**: -447.8651 Ha
**Highest occupied orbital energy**: -9.7135 eV
**Strongest force on any atom**: 8.6 eV/A
**E_LUMO**: -0.0308 Ha
**Energy relative to the best compared isomer or geometry (same formula, charge and spin)**: 148.94 kcal per mole

Geometry as ORCA input:
```
! wB97M-V def2-TZVPD RIJCOSX def2/J DEFGRID3
* xyz 0 1
C -1.53 1.22 -0.08
C 0.57 -0.98 -0.94
H -1.50 2.34 0.25
H -2.22 0.94 -1.08
H -1.83 0.28 0.85
H 1.07 -0.48 1.90
N 0.32 -0.03 0.19
N 1.56 -0.11 0.99
N 2.13 -1.41 0.53
N 1.62 -1.94 -0.58
O -0.15 1.08 -0.11
O -0.04 -0.91 -1.93
*
```


# 5
A 2-piece molecular cluster, C4H10O2S overall in a non-equilibrium geometry. Source: the OMol25 dataset; level of theory: ωB97M-V with the def2-TZVPD basis set.

Computed properties:
**Gap between HOMO and LUMO**: 8.49 eV
**SMILES**: CCSC.O=CO
**Energy**: -707.0551 Ha
**Highest occupied orbital energy**: -8.0018 eV
**Strongest force on any atom**: 2.9 eV/A
**E_LUMO**: 0.0181 Ha
**Energy relative to the best compared isomer or geometry (same formula, charge and spin)**: 24.02 kcal per mole

Geometry as ORCA input:
```
! wB97M-V def2-TZVPD RIJCOSX def2/J DEFGRID3
* xyz 0 1
C 0.89 -1.70 0.98
C -0.36 -0.87 0.83
S -0.21 0.63 1.73
C -1.82 1.35 1.41
H 0.85 -2.55 0.27
H 0.98 -2.08 2.01
H 1.83 -1.13 0.75
H -1.22 -1.44 1.23
H -0.50 -0.69 -0.24
H -2.13 1.13 0.37
H -2.54 0.99 2.14
H -1.79 2.42 1.52
O 0.41 1.64 -1.51
C 0.83 0.96 -2.43
O 2.09 0.40 -2.39
H 0.30 0.74 -3.36
H 2.39 0.22 -3.29
*
```


# 6
C27H35BrF5MoO6PS5Sb as an isolated structure in a non-equilibrium geometry. Source: the OMol25 dataset; level of theory: ωB97M-V with the def2-TZVPD basis set.

Computed properties:
**Gap between HOMO and LUMO (spin up / spin down)**: 4.95 / 5.17 eV
**Energy**: -7215.6390 Ha
**Highest occupied orbital energy (spin up / spin down)**: -2.2076 / -2.2056 eV
**Strongest force on any atom**: 4.2 eV/A
**E_LUMO (spin up / spin down)**: 0.1008 / 0.1090 Ha
**Expectation value of S²**: 0.7634
**Energy relative to the best compared isomer or geometry (same formula, charge and spin)**: 46.45 kcal per mole

Geometry as ORCA input:
```
! wB97M-V def2-TZVPD RIJCOSX def2/J DEFGRID3
* xyz -2 2
Mo -1.83 1.36 -0.54
S -6.04 4.17 0.18
Sb -4.82 2.38 0.96
S -2.51 3.20 1.02
S -4.09 1.12 -1.10
C 0.02 -1.49 6.53
C 0.92 -1.85 5.34
C 2.29 -1.20 5.58
C 1.10 -3.37 5.29
C 0.26 -1.37 4.06
C 0.84 -0.44 3.20
C 0.13 0.01 2.12
Br 0.89 1.29 0.88
C -1.20 -0.40 1.81
O -1.81 0.22 0.86
C -1.74 -1.44 2.62
C -1.00 -1.86 3.71
C -3.09 -2.10 2.37
C -2.92 -3.62 2.23
C -3.78 -1.63 1.09
C -4.01 -1.77 3.56
H 0.48 -1.81 7.46
H -0.95 -1.97 6.45
H -0.13 -0.41 6.57
H 2.72 -1.58 6.50
H 2.19 -0.12 5.68
H 2.98 -1.42 4.77
H 1.56 -3.73 6.21
H 1.74 -3.65 4.45
H 0.15 -3.87 5.17
H 1.82 -0.04 3.37
H -1.44 -2.62 4.34
H -2.29 -3.83 1.38
H -3.89 -4.08 2.07
H -2.47 -4.07 3.11
H -3.13 -1.76 0.23
H -4.08 -0.58 1.15
H -4.69 -2.22 0.92
H -3.62 -2.17 4.49
H -5.00 -2.18 3.39
H -4.11 -0.69 3.67
O -0.04 4.47 -1.76
C -1.01 3.82 -2.10
O -1.34 2.67 -1.65
H -1.72 4.20 -2.88
F -3.74 -3.12 -5.72
C -3.14 -2.48 -4.68
C -2.61 -3.21 -3.62
F -2.70 -4.56 -3.63
C -2.00 -2.56 -2.57
F -1.52 -3.31 -1.54
C -1.88 -1.15 -2.49
O -1.35 -0.57 -1.49
C -2.42 -0.45 -3.61
F -2.31 0.89 -3.62
C -3.04 -1.09 -4.67
F -3.55 -0.39 -5.70
C 3.34 4.90 -3.15
C 2.42 3.73 -3.48
C 1.51 4.05 -4.65
O 3.27 2.62 -3.78
P 2.67 1.15 -4.09
S 2.38 0.87 -6.03
S 1.12 0.70 -2.89
O 3.96 0.24 -3.78
C 4.89 0.33 -2.72
C 4.28 0.83 -1.42
C 6.07 1.20 -3.16
H 2.73 5.74 -2.82
H 3.92 5.19 -4.02
H 4.02 4.63 -2.34
H 1.81 3.49 -2.61
H 2.09 4.31 -5.53
H 0.85 4.88 -4.39
H 0.90 3.18 -4.88
H 5.25 -0.70 -2.58
H 3.97 1.87 -1.51
H 5.01 0.76 -0.61
H 3.41 0.24 -1.16
H 5.73 2.22 -3.32
H 6.47 0.82 -4.09
H 6.85 1.19 -2.40
*
```


# 7
C35H26FeN8O6 as an isolated structure in a non-equilibrium geometry. Source: the OMol25 dataset; level of theory: ωB97M-V with the def2-TZVPD basis set.

Computed properties:
**Gap between HOMO and LUMO (spin up / spin down)**: 7.47 / 6.48 eV
**Energy**: -3502.3585 Ha
**Highest occupied orbital energy (spin up / spin down)**: -11.3569 / -11.3520 eV
**Strongest force on any atom**: 2.5 eV/A
**E_LUMO (spin up / spin down)**: -0.1429 / -0.1789 Ha
**Expectation value of S²**: 8.7592

Geometry as ORCA input:
```
! wB97M-V def2-TZVPD RIJCOSX def2/J DEFGRID3
* xyz 1 6
Fe -0.37 -0.07 0.09
N -0.86 1.52 1.90
C -2.25 1.90 2.04
C -3.17 1.02 1.10
O -4.35 1.28 1.12
O -2.53 0.15 0.44
H -0.55 0.90 2.64
H -0.23 2.31 1.83
H -2.42 2.93 1.75
H -2.63 1.72 3.05
O -4.29 -0.64 -6.57
N -4.15 -1.28 -5.54
O -4.61 -2.38 -5.33
C -3.38 -0.64 -4.47
C -3.43 0.71 -4.41
C -2.73 1.43 -3.41
C -2.78 2.83 -3.29
C -2.01 3.45 -2.34
C -1.20 2.67 -1.52
N -1.17 1.35 -1.58
C -1.93 0.73 -2.49
C -1.89 -0.71 -2.54
N -1.11 -1.34 -1.65
C -1.02 -2.65 -1.66
C -1.69 -3.43 -2.61
C -2.47 -2.81 -3.55
C -2.61 -1.41 -3.53
H -4.01 1.26 -5.14
H -3.43 3.39 -3.95
H -2.01 4.53 -2.23
H -0.55 3.13 -0.78
H -0.38 -3.10 -0.91
H -1.57 -4.51 -2.61
H -2.99 -3.40 -4.30
O 3.66 0.00 1.12
C 2.71 0.07 0.38
O 1.48 0.14 0.75
C 2.96 0.06 -1.13
C 4.30 0.02 -1.55
C 4.57 -0.02 -2.88
C 3.50 -0.01 -3.80
C 3.71 -0.06 -5.20
C 2.65 -0.04 -6.06
C 1.34 0.02 -5.56
C 1.11 0.07 -4.21
C 2.18 0.04 -3.29
N 1.93 0.06 -1.95
H 5.07 0.02 -0.79
H 5.59 -0.05 -3.24
H 4.72 -0.10 -5.58
H 2.81 -0.07 -7.13
H 0.50 0.04 -6.25
H 0.11 0.13 -3.82
C -2.48 -3.22 2.57
C -1.97 -2.48 1.52
N -0.84 -1.78 1.64
C -0.18 -1.78 2.79
C -0.62 -2.49 3.91
C -1.79 -3.23 3.77
C 0.15 -2.60 5.15
C 0.96 -1.74 5.78
C 1.26 -0.32 5.55
C 2.34 0.23 6.23
C 2.57 1.59 6.08
N 1.76 2.35 5.35
C 0.76 1.74 4.74
N 0.47 0.45 4.78
H -3.39 -3.78 2.44
H -2.47 -2.43 0.57
H 0.74 -1.21 2.82
H -2.17 -3.81 4.61
H 0.03 -3.56 5.63
H 1.45 -2.12 6.66
H 2.99 -0.37 6.85
H 3.39 2.09 6.57
H 0.10 2.38 4.16
*
```